[1]
19
Properties=species:S:1:pos:R:3 method="wB97M-V/def2-TZVPD" multiplicity=1 largest_force_ev_per_a=0.596 total_energy_ha=-7624.58067 relative_energy_kcal_mol=0.3 charge=-1
Cs 0.3716 -0.8210 1.1984
Br 2.1144 -0.1886 4.6365
C 3.2944 0.1570 3.1509
Br 3.9676 -1.4150 2.3186
H 4.1243 0.7409 3.5261
H 2.7463 0.7290 2.4023
O -2.6098 3.1534 -2.6555
C -1.6759 2.4672 -2.2979
S -0.4121 2.9899 -1.1982
C 0.5279 1.4788 -1.0901
C 0.0182 0.4375 -1.8037
S 0.5722 -1.2116 -1.9964
S -1.4204 0.7988 -2.7793
S 1.9863 1.6102 -0.1604
I -3.4911 -0.4692 0.0920
C -2.6917 -2.1910 -0.8679
I -2.2782 -3.8095 0.4405
H -1.7313 -1.9118 -1.3232
H -3.4125 -2.5450 -1.5927


[2]
14
Properties=species:S:1:pos:R:3 method="wB97M-V/def2-TZVPD" multiplicity=1 largest_force_ev_per_a=9.983 total_energy_ha=-432.83181 relative_energy_kcal_mol=133.0 charge=0
C 2.3947 0.0209 0.3622
C 0.0269 0.4705 -0.1915
C -1.8308 -1.0942 0.0972
C -2.3310 0.2609 0.0631
C -1.1920 1.1877 -0.0295
H 3.1381 0.7516 -1.2880
H 2.4052 -0.6537 1.3772
H 0.0529 -1.7838 -0.6684
H -2.5334 -2.0766 0.4501
H -3.3898 0.4458 0.4888
N 3.4335 0.2686 -0.2035
N 1.2359 0.8257 0.2446
N -0.3741 -0.9867 -0.5427
O -1.0360 2.3632 -0.1597


[3]
15
Properties=species:S:1:pos:R:3 method="wB97M-V/def2-TZVPD" multiplicity=1 largest_force_ev_per_a=5.743 total_energy_ha=-395.27368 relative_energy_kcal_mol=178.0 charge=+1 smiles="CCN[N+](=O)NO"
C 2.4633 -0.1639 0.0114
C 1.1715 0.6609 -0.0355
N 0.0062 -0.1810 0.1297
N -2.3392 -0.9152 0.0180
N -1.1159 0.2702 -0.1503
O -3.5028 -0.2761 0.0581
O -1.5433 1.3504 -0.1465
H 2.2070 -1.0495 -0.6116
H 3.3431 0.3695 -0.4169
H 2.7882 -0.4311 1.1243
H 1.2181 1.4524 0.8109
H 1.0122 1.2294 -1.0175
H 0.1838 -1.1097 0.3188
H -2.3485 -1.3792 -1.0075
H -3.5435 0.1730 0.9146


[4]
24
Properties=species:S:1:pos:R:3 method="wB97M-V/def2-TZVPD" multiplicity=1 largest_force_ev_per_a=3.880 total_energy_ha=-749.08621 relative_energy_kcal_mol=49.8 charge=0 smiles=[SiH3]c1ccccn1.c1cc[nH]c1
Si 1.0195 -2.1789 -1.2497
C -0.8095 -1.7042 -0.9132
C -1.7532 -2.6863 -0.4094
C -3.1679 -2.4416 -0.1395
C -3.5546 -1.0392 -0.3946
C -2.5037 -0.1582 -0.8582
N -1.2098 -0.4151 -1.1367
H 1.2843 -3.3689 -0.4231
H 1.8169 -1.0090 -0.8309
H 1.2890 -2.3810 -2.6787
H -1.3655 -3.7194 -0.2249
H -3.8698 -3.2065 0.2448
H -4.5983 -0.6967 -0.2062
H -2.8176 0.9082 -1.0107
N 2.2250 3.2864 1.7251
C 3.1544 2.3633 1.3284
C 2.5324 1.4707 0.4935
C 1.1771 1.8726 0.3768
C 1.0179 2.9968 1.1451
H 2.4009 4.0573 2.3450
H 4.1739 2.4208 1.6746
H 2.9993 0.6235 0.0179
H 0.4059 1.3917 -0.2059
H 0.1534 3.6137 1.3303


[5]
41
Properties=species:S:1:pos:R:3 method="wB97M-V/def2-TZVPD" multiplicity=1 largest_force_ev_per_a=1.497 total_energy_ha=-2026.30611 charge=-2
O 3.1487 2.6545 -1.4237
C 2.4925 1.7566 -0.9790
O 2.4576 1.5641 0.3994
C 2.6991 0.3119 0.8965
C 1.8901 -0.3350 1.7768
C 0.5167 0.1496 2.1896
F -0.3254 -0.6249 1.4956
F 0.3012 -0.0614 3.5002
F 0.2957 1.4305 1.9373
C 2.2705 -1.6024 2.3237
C 3.4149 -2.2388 1.9902
C 4.2573 -1.6131 1.0437
N 5.4086 -2.0841 0.5599
S 5.9474 -0.9725 -0.4755
N 4.8032 0.1248 -0.3564
C 3.9056 -0.3407 0.5074
C 1.6078 0.8825 -1.7832
C 0.3434 0.5565 -1.3014
C -0.5268 -0.1900 -2.0763
C -0.1087 -0.6206 -3.3252
C 1.1616 -0.3146 -3.8023
C 2.0236 0.4451 -3.0356
H 1.5965 -2.0632 3.0273
H 3.6539 -3.1979 2.4175
H 0.0121 0.9223 -0.3477
H -1.5187 -0.3972 -1.6900
H -0.7858 -1.2004 -3.9346
H 1.4780 -0.6431 -4.7819
H 3.0160 0.7152 -3.3650
C -3.2781 0.7359 1.1223
C -4.2385 1.3329 1.9558
C -5.7232 1.1269 1.5211
O -6.6370 1.5601 2.2433
C -5.9677 0.4478 0.2987
C -4.9994 -0.1311 -0.5360
C -3.5272 -0.0083 -0.0476
O -2.6057 -0.5565 -0.6973
O -5.2201 -0.7247 -1.6107
O -3.9973 1.9845 2.9862
H -2.2282 0.8376 1.3668
H -7.0143 0.3810 0.0100


[6]
11
Properties=species:S:1:pos:R:3 method="wB97M-V/def2-TZVPD" multiplicity=1 largest_force_ev_per_a=0.583 total_energy_ha=-285.23802 relative_energy_kcal_mol=110.8 charge=0
O 1.3775 -2.3632 0.3410
C 1.3668 -1.3342 0.9736
N 0.6522 -0.2089 0.5981
C -0.0514 -0.1253 -0.5790
C -0.9130 0.9321 -0.8424
C -1.2400 2.1903 -0.8707
H 1.9318 -1.1802 1.9083
H 0.6881 0.6238 1.1732
H 0.0686 -0.9764 -1.2432
H -1.6089 -0.0555 -0.7515
H -2.2719 2.4977 -0.7072